Entry 1:
The following is a quantum chemistry calculation of a 2-piece molecular cluster, C4H10O2S2 overall in a non-equilibrium geometry, from OMol25.

Structure (ORCA input):
```
! RIJCOSX wB97M-V def2-TZVPD def2/J DEFGRID3
* xyz 0 1
C -0.94 -2.43 0.76
C -1.37 -1.27 -0.13
C -0.36 -0.15 -0.10
C 1.40 3.27 -0.74
O -2.66 -0.68 0.30
O 0.40 3.71 -0.21
S 1.30 -0.43 -0.99
S 2.73 2.75 0.39
H -1.80 -3.07 0.97
H -0.10 -3.07 0.31
H -0.57 -1.96 1.68
H -1.60 -1.52 -1.18
H -0.84 0.71 -0.55
H 1.46 2.87 -1.72
H -2.53 -0.31 1.10
H 3.70 3.06 -0.50
H 1.82 -1.38 -0.38
H -0.01 -0.10 1.00
*
```

gap between HOMO and LUMO	0.355	Ha
SMILES	C[C@@H](O)CS.O=CS
ΔE to the lowest compared entry with this formula, charge and spin	53.6	kcal per mole
total energy	-1105.19559	Ha


Entry 2:
The following is a quantum chemistry calculation of C37H74N3O20P3S4 as an isolated structure in a non-equilibrium geometry, from OMol25.

Structure (ORCA input):
```
! RIJCOSX wB97M-V def2-TZVPD def2/J DEFGRID3
* xyz 0 1
C -0.98 18.79 0.79
C -1.62 20.07 0.19
C -0.89 20.65 -0.99
S 0.14 19.28 -1.58
O 1.48 19.52 -1.07
O -0.09 18.91 -2.97
C -0.57 17.95 -0.43
H -1.76 18.29 1.36
H -0.11 19.02 1.41
H -1.79 20.79 0.99
H -2.62 19.88 -0.22
H -0.15 21.42 -0.76
H -1.51 21.01 -1.81
H 0.17 17.16 -0.32
H -1.45 17.66 -0.99
C -9.98 20.09 0.72
C -8.50 19.90 0.62
C -8.11 20.09 -0.90
S -9.52 19.31 -1.85
O -9.13 17.97 -2.33
O -10.09 20.28 -2.73
C -10.61 19.18 -0.39
H -10.24 21.14 0.65
H -10.42 19.84 1.68
H -8.23 18.87 0.83
H -7.89 20.47 1.32
H -7.22 19.60 -1.29
H -8.12 21.17 -1.03
H -10.45 18.13 -0.14
H -11.64 19.21 -0.74
C -7.45 17.28 -3.66
C -6.33 16.82 -2.60
C -5.74 18.05 -1.86
S -5.93 19.41 -3.06
O -4.60 19.85 -3.47
O -6.80 20.42 -2.45
C -6.80 18.47 -4.34
H -8.32 17.71 -3.17
H -7.69 16.40 -4.25
H -5.56 16.36 -3.22
H -6.85 16.13 -1.94
H -4.67 18.06 -1.64
H -6.32 18.09 -0.94
H -6.00 18.15 -5.00
H -7.49 19.10 -4.91
C -4.84 23.21 -2.81
C -3.98 23.88 -3.92
C -2.51 23.30 -3.76
S -2.79 21.63 -3.05
O -2.26 21.58 -1.74
O -2.35 20.58 -3.98
C -4.62 21.76 -2.87
H -5.90 23.46 -2.87
H -4.49 23.61 -1.86
H -4.06 24.96 -3.95
H -4.42 23.55 -4.87
H -1.94 23.82 -2.99
H -1.90 23.32 -4.67
H -4.95 21.01 -2.15
H -4.99 21.45 -3.84
C -2.97 23.01 5.54
O -3.07 22.45 4.27
P -3.80 23.28 3.05
O -5.07 23.89 3.55
O -2.67 24.29 2.53
C -1.35 23.66 2.47
O -4.02 22.22 1.81
C -5.27 21.93 1.35
H -3.20 22.29 6.32
H -3.64 23.87 5.64
H -1.99 23.46 5.66
H -0.78 23.74 3.39
H -0.84 24.15 1.65
H -1.39 22.63 2.10
H -5.31 21.62 0.30
H -5.92 22.81 1.34
H -5.64 21.22 2.09
C -8.24 18.27 3.90
O -7.03 18.06 4.68
P -5.57 18.25 4.03
O -5.32 19.66 3.56
O -4.50 17.63 5.13
C -4.73 16.34 5.67
O -5.44 17.21 2.75
C -4.15 17.00 2.20
H -8.90 18.94 4.45
H -8.75 17.31 3.81
H -8.02 18.67 2.91
H -5.51 15.71 5.23
H -4.93 16.39 6.74
H -3.78 15.83 5.49
H -3.33 17.67 2.47
H -4.23 17.05 1.11
H -3.80 15.98 2.34
C -2.97 19.27 -2.65
O -2.33 18.13 -2.18
P -2.88 16.61 -2.15
O -1.88 15.57 -1.82
O -4.15 16.74 -1.17
C -4.08 16.91 0.20
O -3.61 16.28 -3.59
C -2.80 16.27 -4.78
H -3.77 19.49 -1.95
H -3.43 19.07 -3.62
H -2.26 20.09 -2.80
H -4.53 17.89 0.35
H -3.08 17.03 0.60
H -4.65 16.12 0.70
H -1.77 16.62 -4.64
H -3.25 16.91 -5.53
H -2.76 15.24 -5.16
N -8.78 16.65 0.28
C -7.77 17.16 -0.53
C -6.59 17.25 0.20
C -6.93 16.82 1.51
C -8.26 16.49 1.50
H -9.72 16.40 0.00
H -8.12 17.42 -1.52
H -5.57 17.52 -0.05
H -6.31 16.72 2.38
H -8.82 16.14 2.35
N -5.07 19.16 1.56
C -6.15 19.17 0.72
C -5.81 19.86 -0.41
C -4.40 20.14 -0.29
C -4.01 19.76 0.95
H -5.09 18.85 2.52
H -7.06 18.63 0.94
H -6.49 20.08 -1.22
H -3.83 20.63 -1.07
H -3.09 19.69 1.51
N -0.99 18.99 4.16
C -1.15 20.29 3.75
C -2.47 20.46 3.45
C -3.15 19.26 3.62
C -2.22 18.32 4.07
H -0.14 18.53 4.44
H -0.25 20.90 3.74
H -3.04 21.35 3.20
H -4.21 19.06 3.54
H -2.50 17.33 4.40
*
```

gap between HOMO and LUMO	0.242	Ha
total energy	-5737.81987	Ha